{
  "formula": "C26H30N4O3",
  "method": "ωB97M-V with the def2-TZVPD basis set",
  "lumo_energy_ha": 0.025,
  "relative_energy_kcal_mol": 74.2,
  "multiplicity": 1,
  "total_energy_ev": -39551.500,
  "homo_ev": -7.7,
  "species": ["O", "O", "O", "N", "N", "N", "N", "C", "C", "C", "C", "C", "C", "C", "C", "C", "C", "C", "C", "C", "C", "C", "C", "C", "C", "C", "C", "C", "C", "C", "C", "C", "C", "H", "H", "H", "H", "H", "H", "H", "H", "H", "H", "H", "H", "H", "H", "H", "H", "H", "H", "H", "H", "H", "H", "H", "H", "H", "H", "H", "H", "H", "H"],
  "xyz": [[-6.71703, 2.54702, 0.13056], [-7.49390, 0.21079, 0.92712], [-1.66897, 2.08742, -0.62718], [2.18508, -0.63479, -0.80582], [-1.21323, -3.23918, 1.24359], [-1.49498, -0.06330, -1.28279], [5.02253, -0.15229, -0.65986], [7.15851, 2.51728, 1.78154], [6.59827, 0.27909, 1.11317], [-3.97342, -0.56246, 0.15124], [0.24373, -1.89005, -0.08984], [-6.19355, 0.29621, 0.54708], [-0.89213, -4.28818, 0.50669], [5.53877, 2.13735, 0.04437], [0.00124, -4.22519, -0.55335], [0.77817, -0.52395, -0.43614], [-3.55555, 0.68176, -0.29198], [2.75995, 0.58452, -1.35390], [4.21127, 0.30515, -1.76300], [-0.09105, 0.02424, -1.59315], [5.68138, 0.75194, 0.16601], [4.42152, -1.33828, -0.09049], [-5.28343, -0.74783, 0.56920], [-0.65317, -2.07671, 0.95683], [0.56996, -3.00152, -0.86073], [7.31698, 1.14708, 1.90841], [-5.76863, 1.57416, 0.10962], [-6.34233, 3.84565, -0.26082], [-7.97862, -1.02547, 1.38955], [-2.16451, 0.97995, -0.72404], [-4.46022, 1.74668, -0.29389], [2.97851, -1.05748, 0.34002], [6.26971, 3.00075, 0.83910], [-9.02557, -0.85562, 1.63547], [0.23859, -5.10881, -1.12549], [4.84613, 2.56024, -0.66631], [4.98914, -1.68555, 0.77029], [-0.94135, -1.24831, 1.59286], [4.20460, -0.49820, -2.50855], [-7.90939, -1.79997, 0.61845], [-5.58024, -1.72292, 0.92049], [-1.92476, -0.97340, -1.29035], [1.26952, -2.89342, -1.67605], [-7.23778, 4.45474, -0.14852], [7.72189, 3.19515, 2.40435], [4.42183, -2.12318, -0.85395], [2.72508, 1.40807, -0.62035], [0.11949, -0.53893, -2.50574], [6.13164, 4.06635, 0.72310], [-3.29138, -1.39701, 0.22135], [8.01628, 0.74849, 2.62947], [6.76745, -0.78233, 1.21416], [0.11307, 1.08522, -1.74799], [2.54143, -1.96612, 0.75932], [-1.37473, -5.21676, 0.78154], [-7.44579, -1.35770, 2.28653], [2.98508, -0.28134, 1.12776], [-5.54821, 4.24480, 0.37788], [-4.09152, 2.70558, -0.62052], [2.20320, 0.88112, -2.24234], [4.66032, 1.18644, -2.21950], [-6.01395, 3.87207, -1.30494], [0.63906, 0.15092, 0.43048]]
}